Computed, not measured: a molecular structure, C20H25IrN6O4S2Se3, with ωB97M-V/def2-TZVPD.

Cartesian coordinates (Å):
Ir -0.245 0.900 -1.314
C -3.841 -0.144 0.435
Se -2.999 0.180 -1.290
C -3.658 2.009 -1.528
C -2.953 3.037 -0.672
Se -1.125 3.356 -1.316
C -0.491 4.314 0.247
H -4.907 0.052 0.343
H -3.412 0.480 1.214
H -3.695 -1.190 0.693
H -4.720 1.979 -1.291
H -3.549 2.237 -2.588
H -2.892 2.736 0.374
H -3.466 3.997 -0.725
H -0.471 3.662 1.116
H -1.154 5.159 0.414
H 0.508 4.681 0.028
Se 2.968 2.205 1.327
N 4.298 2.298 0.219
C 3.849 2.043 -0.999
C 4.590 2.004 -2.206
C 3.904 1.707 -3.349
C 2.512 1.444 -3.318
N 1.787 1.466 -2.223
C 2.439 1.770 -1.069
N 1.772 1.810 0.073
H 5.654 2.199 -2.201
H 4.418 1.668 -4.298
H 1.984 1.210 -4.235
O -1.045 -2.232 6.979
S 0.158 -2.853 7.442
O 0.068 -4.044 8.217
O 1.311 -1.978 7.638
C 1.033 -3.425 5.772
N 1.877 -4.401 5.838
C 2.499 -4.690 4.698
C 2.241 -3.968 3.536
C 1.294 -2.955 3.604
N 0.691 -2.683 4.768
C 0.864 -2.103 2.469
C 1.314 -2.288 1.164
C 0.818 -1.478 0.162
N -0.067 -0.498 0.389
C -0.479 -0.300 1.644
C -0.053 -1.076 2.701
H 3.214 -5.502 4.730
H 2.783 -4.200 2.631
H 2.029 -3.060 0.916
H 1.127 -1.628 -0.866
H -1.182 0.507 1.801
H -0.428 -0.913 3.702
C -1.589 0.717 -6.029
S -0.810 -0.206 -4.693
C -1.943 -1.610 -4.690
O -1.164 0.575 -3.429
H -2.630 0.913 -5.779
H -1.517 0.111 -6.933
H -1.045 1.648 -6.171
H -1.977 -2.039 -5.691
H -2.929 -1.260 -4.390
H -1.570 -2.352 -3.988

For the frontier orbital gap (spin up / spin down), the calculation gives 6.2 / 6.7 eV. The total charge is +2. The multiplicity is 5. The value obtained for the highest occupied orbital energy (spin up / spin down) is -13.16 / -14.45 eV.


Computed, not measured: a molecular structure, C20H25N10O5S2Ti, with ωB97M-V/def2-TZVPD.

Cartesian coordinates (Å):
Ti -0.386 -0.394 -0.510
N -1.315 -0.182 1.911
N -1.355 1.042 2.584
C -0.782 2.137 2.058
N -0.811 3.227 2.822
S -0.087 2.176 0.512
H -2.266 -0.533 1.793
H -0.771 -0.849 2.451
H -1.694 1.053 3.536
H -1.242 3.247 3.732
H -0.433 4.087 2.458
O -0.121 0.779 -2.012
N -1.142 1.492 -2.406
N -2.181 1.203 -1.779
O -2.144 0.256 -0.837
C -3.439 1.886 -2.061
C -3.680 2.285 -3.361
C -4.867 2.947 -3.624
C -5.775 3.183 -2.602
C -5.503 2.765 -1.304
C -4.319 2.102 -1.019
H -2.960 2.089 -4.145
H -5.081 3.272 -4.633
H -6.704 3.695 -2.820
H -6.211 2.964 -0.511
H -4.076 1.780 -0.015
N -3.847 -1.720 0.992
N -3.266 -3.007 1.168
C -2.108 -3.305 0.573
N -1.656 -4.555 0.624
N -1.521 -2.305 -0.090
N -0.295 -2.561 -0.707
O -0.139 -1.758 -1.804
O 0.548 -3.394 -0.364
H -4.781 -1.768 1.383
H -3.932 -1.538 -0.008
H -3.865 -3.757 1.476
H -2.192 -5.284 1.064
H -0.717 -4.753 0.310
O 1.135 -0.680 0.597
S 2.378 0.173 1.071
C 3.110 0.807 -0.399
C 3.674 2.071 -0.297
C 4.323 2.592 -1.408
C 4.367 1.862 -2.590
C 3.774 0.605 -2.672
C 3.144 0.059 -1.567
C 3.569 -1.066 1.516
C 3.283 -2.418 1.441
C 4.264 -3.315 1.849
C 5.482 -2.858 2.325
C 5.741 -1.493 2.399
C 4.780 -0.581 2.000
H 3.600 2.644 0.621
H 4.777 3.573 -1.354
H 4.865 2.277 -3.457
H 3.812 0.044 -3.597
H 2.711 -0.933 -1.620
H 2.337 -2.766 1.049
H 4.072 -4.378 1.789
H 6.237 -3.565 2.643
H 6.694 -1.138 2.769
H 4.982 0.483 2.056

For the frontier orbital gap (spin up / spin down), the calculation gives 7.2 / 7.5 eV. The total charge is +2. The multiplicity is 2. The value obtained for the highest occupied orbital energy (spin up / spin down) is -13.48 / -14.13 eV.